[1]
Computed, not measured: C10H17CuN2SSbSe4 as an isolated structure in a non-equilibrium geometry, with the ωB97M-V functional and the def2-TZVPD basis.

```
36
C10H17CuN2SSbSe4 | the OMol25 dataset | the ωB97M-V functional and the def2-TZVPD basis
Cu 1.033 -0.137 1.367
C 1.523 2.553 2.172
C 1.577 1.255 2.815
C 2.951 0.830 2.688
C 3.641 1.762 1.932
C 2.755 2.827 1.615
H 0.636 3.174 2.119
H 0.986 1.042 3.702
H 3.351 -0.088 3.094
H 4.672 1.688 1.610
H 3.020 3.696 1.021
C -3.330 -2.289 -1.004
C -1.897 -1.960 -0.603
N -1.461 -0.688 -1.160
C -1.061 0.358 -0.426
S -1.187 0.449 1.258
N -0.605 1.456 -1.078
C -0.750 1.716 -2.496
C -2.216 1.843 -2.923
H -3.594 -3.243 -0.546
H -3.420 -2.380 -2.090
H -4.017 -1.518 -0.650
H -1.226 -2.743 -0.947
H -1.824 -1.910 0.477
H -1.075 -0.753 -2.090
H -0.336 2.209 -0.468
H -0.254 0.925 -3.069
H -0.219 2.644 -2.707
H -2.769 0.955 -2.624
H -2.291 1.956 -4.007
H -2.675 2.709 -2.445
Se 3.019 -3.146 3.357
Sb 2.001 -3.676 1.190
Se 1.801 -1.547 -0.365
Se 3.425 -5.201 -0.153
Se -0.187 -4.768 1.430
```

## Properties
HOMO (alpha / beta): -0.796 / -0.791 eV
net charge: -2
spin multiplicity: 2
orbital gap (alpha / beta): 5.1068 / 4.1075 eV
LUMO energy (alpha / beta): 4.31 / 3.32 eV

=====

[2]
Computed, not measured: C3H4N as an isolated structure in a non-equilibrium geometry, with the ωB97M-V functional and the def2-TZVPD basis.

```
8
C3H4N | the OMol25 dataset | the ωB97M-V functional and the def2-TZVPD basis
C -1.522 -0.095 -0.025
C -2.718 0.217 -0.274
C -0.278 -0.539 0.110
N 0.881 0.379 0.032
H 0.290 -1.754 -0.160
H 0.494 1.299 0.095
H 1.506 0.319 -0.770
H 1.347 0.174 0.992
```

## Properties
HOMO: -15.739 eV
net charge: +1
spin multiplicity: 1
orbital gap: 8.4796 eV
LUMO energy: -7.26 eV

=====

[3]
Computed, not measured: one molecule with the formula C20H15NO2 in a non-equilibrium geometry, with the ωB97M-V functional and the def2-TZVPD basis.

```
38
C20H15NO2 | the OMol25 dataset | the ωB97M-V functional and the def2-TZVPD basis
O 2.008 1.082 -3.561
O 0.662 0.916 -1.694
C 1.488 1.553 -2.544
C -0.257 -1.190 -0.755
C 0.418 -0.469 -1.760
C -0.682 -4.963 -1.264
C -0.036 -5.012 -2.536
C -0.777 -3.736 -0.604
C 0.541 -3.851 -3.079
C -3.495 2.539 0.936
C -0.783 -0.943 2.980
C -3.129 2.058 -0.336
C -0.324 -1.334 1.716
C -0.255 -2.590 -1.171
C 0.406 -2.676 -2.398
C -2.969 1.910 2.073
C -1.680 0.113 3.113
C -2.264 0.959 -0.459
C -0.769 -0.685 0.560
C -2.072 0.808 1.974
C -1.665 0.366 0.673
N 0.862 -1.415 -2.724
C 1.786 2.994 -2.198
H -1.091 -5.877 -0.785
H 0.085 -5.977 -3.022
H -1.301 -3.690 0.336
H 1.091 -3.843 -4.003
H -4.150 3.391 1.077
H -0.401 -1.467 3.857
H -3.510 2.529 -1.226
H 0.488 -2.049 1.604
H -3.253 2.275 3.079
H -2.101 0.427 4.044
H -2.086 0.640 -1.451
H 1.397 -1.194 -3.556
H 2.512 3.413 -2.924
H 0.857 3.578 -2.230
H 2.103 3.048 -1.154
```

## Properties
HOMO: -7.577 eV
net charge: 0
spin multiplicity: 1
orbital gap: 7.9956 eV
SMILES string: CC(=O)Oc1[nH]c2ccccc2c1-c1cccc2ccccc12
LUMO energy: 0.42 eV

=====

[4]
Computed, not measured: C8H19N4O5ReS as an isolated structure in a non-equilibrium geometry, with the ωB97M-V functional and the def2-TZVPD basis.

```
38
C8H19N4O5ReS | the OMol25 dataset | the ωB97M-V functional and the def2-TZVPD basis
Re -0.255 -0.248 0.112
N -0.784 -2.391 0.083
C 0.529 -3.105 0.134
C 1.662 -2.294 -0.520
O 2.609 -2.846 -1.032
N 1.496 -0.950 -0.399
C 2.520 0.022 -0.752
C 1.859 1.401 -0.880
O 2.339 2.306 -1.506
O 0.692 1.532 -0.216
H -1.421 -2.717 0.803
H -1.223 -2.634 -0.801
H 0.478 -4.079 -0.348
H 0.795 -3.241 1.180
H 3.046 -0.251 -1.664
H 3.267 0.102 0.047
C -1.557 0.511 1.664
H -2.574 0.290 1.317
H -1.466 1.596 1.782
H -1.467 0.066 2.653
N 1.560 1.190 2.577
C 1.241 -0.082 2.823
N 1.550 -0.615 4.018
O 0.670 -0.822 1.977
H 1.928 1.773 3.309
H 1.200 1.639 1.740
H 2.123 -0.130 4.685
H 1.399 -1.600 4.143
C -3.352 1.976 -2.008
S -1.582 1.761 -1.956
C -1.238 1.396 -3.667
O -1.506 0.319 -1.310
H -3.817 1.145 -2.533
H -3.549 2.925 -2.507
H -3.689 2.027 -0.975
H -1.463 2.296 -4.240
H -1.845 0.554 -3.993
H -0.174 1.177 -3.740
```

## Properties
HOMO (alpha / beta): -11.185 / -10.818 eV
net charge: +1
spin multiplicity: 2
orbital gap (alpha / beta): 7.7979 / 7.4201 eV
LUMO energy (alpha / beta): -3.39 / -3.40 eV

=====

[5]
Computed, not measured: a 2-piece molecular cluster, C3H8NO overall in a non-equilibrium geometry, with the ωB97M-V functional and the def2-TZVPD basis.

```
13
C3H8NO | the OMol25 dataset | the ωB97M-V functional and the def2-TZVPD basis
C -1.072 -0.027 -1.882
O -1.730 -0.035 -0.742
H -0.217 0.760 -2.041
H -1.642 0.288 -2.813
H -0.592 -0.988 -2.237
C 1.031 0.894 0.817
C 0.237 -1.052 1.828
N 1.188 -0.243 1.703
H 1.464 0.677 -0.173
H -0.044 0.999 0.595
H 1.709 1.660 1.219
H 0.433 -2.007 2.335
H -0.765 -0.926 1.392
```

## Properties
HOMO: -2.333 eV
net charge: -1
spin multiplicity: 1
orbital gap: 6.7516 eV
LUMO energy: 4.42 eV

=====

[6]
Computed, not measured: a 2-piece molecular cluster, C7H7N3O3 overall in a non-equilibrium geometry, with the ωB97M-V functional and the def2-TZVPD basis.

```
20
C7H7N3O3 | the OMol25 dataset | the ωB97M-V functional and the def2-TZVPD basis
C -3.091 0.655 -0.015
C -2.080 1.391 0.497
C -2.751 -0.529 -0.721
C -0.742 1.098 0.274
C -1.466 -0.964 -0.885
C -0.471 -0.149 -0.304
C 3.740 1.512 0.558
N 3.485 0.438 1.013
N 0.907 -0.622 -0.256
N 1.355 -1.903 -0.358
O 3.721 2.556 0.085
O 0.592 -2.806 -0.642
O 2.500 -2.010 0.051
H -4.143 0.837 0.273
H -2.483 2.179 1.241
H -3.554 -1.118 -1.332
H 0.004 1.615 0.843
H -1.258 -1.860 -1.388
H 1.619 0.087 0.092
H 4.114 -0.407 0.974
```

## Properties
HOMO: -8.995 eV
net charge: 0
spin multiplicity: 1
orbital gap: 9.3455 eV
SMILES string: O=[N+]([O-])Nc1ccccc1.N=C=O
LUMO energy: 0.35 eV

=====

[7]
Computed, not measured: a 8-piece molecular cluster, C29H46IN8O2 overall in a non-equilibrium geometry, with the ωB97M-V functional and the def2-TZVPD basis.

```
86
C29H46IN8O2 | the OMol25 dataset | the ωB97M-V functional and the def2-TZVPD basis
C -3.911 -0.251 0.052
C -3.558 0.950 -1.033
O -3.255 2.237 -0.325
C -2.213 2.993 -1.049
C -0.744 2.418 -0.581
C -0.017 3.276 0.612
C 1.415 2.611 1.138
C 1.785 1.183 0.423
C 3.119 0.431 1.048
C 4.130 -0.275 -0.071
C 5.473 -1.105 0.375
C 6.380 -1.794 -0.807
O 5.866 -3.093 -1.297
C 4.670 -2.923 -2.141
C 5.776 -1.206 2.000
I 7.533 -2.348 2.649
C 4.699 -0.450 3.032
C 5.030 -0.604 4.639
N 3.456 0.305 2.517
H -3.089 -1.080 0.130
H -4.896 -0.781 -0.328
H -4.140 0.168 1.139
H -2.584 0.604 -1.629
H -4.459 1.038 -1.779
H -2.346 2.702 -2.199
H -2.321 4.156 -0.990
H -0.943 1.334 -0.141
H 0.000 2.394 -1.499
H -0.799 3.425 1.500
H 0.216 4.384 0.235
H 1.314 2.471 2.316
H 2.314 3.380 0.981
H 0.897 0.394 0.548
H 1.917 1.409 -0.737
H 3.868 -0.211 -1.221
H 7.504 -1.986 -0.492
H 6.409 -1.046 -1.729
H 4.573 -3.799 -2.923
H 4.637 -1.903 -2.738
H 3.714 -2.903 -1.427
H 4.013 -0.421 5.235
H 5.303 -1.740 4.827
H 5.872 0.140 4.969
H 2.824 0.725 3.235
C 7.733 1.942 1.386
C 6.500 2.255 0.555
N 5.477 2.515 -0.135
H 8.499 1.481 0.758
H 8.134 2.863 1.819
H 7.473 1.253 2.194
C -8.020 0.591 -2.379
C -7.096 -0.293 -3.201
N -6.329 -1.026 -3.883
H -8.822 -0.012 -1.944
H -7.458 1.071 -1.574
H -8.461 1.363 -3.016
C -4.781 4.059 -4.084
C -6.046 3.739 -3.304
N -7.095 3.474 -2.658
H -3.901 3.779 -3.498
H -4.773 3.504 -5.026
H -4.738 5.130 -4.302
C 6.344 -5.903 4.802
C 5.325 -4.825 5.135
N 4.479 -3.932 5.411
H 6.278 -6.164 3.742
H 7.353 -5.541 5.017
H 6.151 -6.797 5.402
C -8.423 0.451 1.947
C -9.391 0.514 0.777
N -10.195 0.567 -0.193
H -8.974 0.490 2.891
H -7.851 -0.480 1.908
H -7.730 1.296 1.904
C 2.982 -8.448 3.264
C 4.474 -8.329 2.998
N 5.712 -8.231 2.778
H 2.696 -7.787 4.087
H 2.420 -8.167 2.369
H 2.732 -9.478 3.533
C -8.205 4.603 -6.898
C -6.714 4.722 -7.164
N -5.476 4.820 -7.385
H -8.491 5.264 -6.076
H -8.767 4.884 -7.793
H -8.455 3.572 -6.630
```

## Properties
HOMO: -11.682 eV
net charge: +1
spin multiplicity: 1
orbital gap: 7.3372 eV
LUMO energy: -4.35 eV

=====

[8]
Computed, not measured: C26H25N2OReS5Sb2 as an isolated structure, with the ωB97M-V functional and the def2-TZVPD basis.

```
62
C26H25N2OReS5Sb2 | the OMol25 dataset | the ωB97M-V functional and the def2-TZVPD basis
Re -2.133 -1.010 0.525
C -0.737 -3.357 4.077
C -1.167 -2.077 3.459
O -1.571 -2.059 2.256
N -1.162 -0.956 4.153
C -1.702 0.291 3.608
C -3.169 0.149 3.283
C -4.118 0.504 4.223
C -5.469 0.315 3.963
C -5.839 -0.230 2.743
C -4.856 -0.539 1.830
N -3.543 -0.359 2.085
H -0.169 -3.939 3.354
H -1.632 -3.930 4.336
H -0.152 -3.201 4.980
H -0.849 -0.981 5.115
H -1.119 0.597 2.736
H -1.573 1.062 4.363
H -3.795 0.930 5.163
H -6.214 0.590 4.698
H -6.875 -0.404 2.489
H -5.117 -0.944 0.862
S -6.374 -1.922 -1.600
Sb -4.426 -1.796 -2.523
S -2.998 0.439 -0.697
S -2.632 -2.821 -0.430
S -2.991 -1.595 -4.126
S -0.019 -0.631 0.294
Sb 2.013 0.512 -1.403
C 2.891 -1.237 -2.009
C 2.587 -1.620 -3.324
C 3.259 -2.696 -3.875
C 4.206 -3.381 -3.120
C 4.489 -3.004 -1.806
C 3.832 -1.932 -1.238
C 2.871 1.762 -0.031
C 2.376 3.074 0.012
C 3.019 3.998 0.814
C 4.129 3.612 1.563
C 4.606 2.302 1.523
C 3.981 1.363 0.726
C 0.855 1.430 -2.857
C -0.383 0.910 -3.231
C -1.082 1.534 -4.251
C -0.545 2.649 -4.888
C 0.695 3.150 -4.513
C 1.407 2.548 -3.484
H 1.870 -1.066 -3.919
H 3.058 -2.993 -4.896
H 4.735 -4.217 -3.559
H 5.232 -3.546 -1.236
H 4.056 -1.645 -0.220
H 1.520 3.376 -0.582
H 2.667 5.020 0.850
H 4.635 4.342 2.181
H 5.475 2.023 2.103
H 4.370 0.355 0.680
H -0.770 0.012 -2.762
H -2.043 1.149 -4.566
H -1.095 3.128 -5.687
H 1.113 4.009 -5.020
H 2.370 2.953 -3.196
```

## Properties
HOMO: -19.365 eV
net charge: +4
spin multiplicity: 1
orbital gap: 5.3212 eV
LUMO energy: -14.04 eV

=====

[9]
Computed, not measured: one molecule with the formula C6H6BrNO2 in a non-equilibrium geometry, with the ωB97M-V functional and the def2-TZVPD basis.

```
16
C6H6BrNO2 | the OMol25 dataset | the ωB97M-V functional and the def2-TZVPD basis
C -1.258 -0.523 0.322
C -0.192 -1.260 -0.356
C -1.027 0.688 0.799
C 0.959 -0.725 -0.764
C 0.363 1.277 0.979
C 1.285 0.794 -0.549
N 1.165 0.558 1.933
O 1.011 -0.636 2.130
O 1.996 1.253 2.479
Br 0.745 2.005 -2.097
H -2.299 -0.860 0.022
H -0.368 -2.238 -0.353
H -1.894 1.220 1.242
H 1.549 -1.311 -1.360
H 0.471 2.332 1.243
H 2.334 1.149 -0.212
```

## Properties
HOMO: -9.460 eV
net charge: 0
spin multiplicity: 1
orbital gap: 9.2598 eV
SMILES string: O=[N+]([O-])[C@@H]1C=CC=C[C@H]1Br
LUMO energy: -0.20 eV

=====

[10]
Computed, not measured: one molecule with the formula C4H5ClN2S in a non-equilibrium geometry, with the ωB97M-V functional and the def2-TZVPD basis.

```
13
C4H5ClN2S | the OMol25 dataset | the ωB97M-V functional and the def2-TZVPD basis
C -0.523 -1.136 -0.516
C 0.549 -0.409 -0.777
C 0.981 0.861 -0.124
C -1.435 -0.796 0.691
H 1.117 -0.597 -1.655
H 2.504 1.081 -1.266
H 0.477 2.148 1.381
H -2.454 -1.157 0.642
H -0.990 -1.211 1.618
N 1.999 1.549 -0.504
N 0.177 1.276 0.934
S -1.491 1.012 0.892
Cl -0.912 -2.621 -1.316
```

## Properties
HOMO: -8.537 eV
net charge: 0
spin multiplicity: 1
orbital gap: 8.8888 eV
SMILES string: [H]/N=C1\C=C(Cl)CSN1
LUMO energy: 0.35 eV

=====

[11]
Computed, not measured: one molecule with the formula C20H21FN4O2, with the ωB97M-V functional and the def2-TZVPD basis.

```
48
C20H21FN4O2 | the OMol25 dataset | the ωB97M-V functional and the def2-TZVPD basis
C 1.106 3.396 -3.813
H 1.577 3.819 -2.928
H 1.335 4.037 -4.660
H 0.029 3.387 -3.672
C 1.625 1.985 -4.094
N 1.401 0.987 -3.063
C 0.024 0.544 -2.919
C -0.994 1.494 -2.263
O -1.873 2.042 -2.903
N -0.848 1.641 -0.934
H -0.137 1.114 -0.429
C -1.806 2.361 -0.121
C -2.279 1.484 1.006
C -2.745 0.203 0.730
C -3.132 -0.646 1.749
C -3.051 -0.195 3.054
C -2.604 1.077 3.360
C -2.215 1.911 2.326
H -1.856 2.904 2.552
H -2.557 1.397 4.389
F -3.410 -1.023 4.059
H -3.490 -1.643 1.547
H -2.802 -0.129 -0.296
H -1.352 3.276 0.275
H -2.635 2.641 -0.780
H -0.349 0.326 -3.922
H 0.029 -0.390 -2.345
C 2.091 1.275 -1.815
C 2.047 0.069 -0.919
N 1.309 0.094 0.132
C 1.239 -1.033 0.919
C 0.426 -1.012 2.055
C 0.323 -2.135 2.845
C 1.029 -3.295 2.527
C 1.839 -3.329 1.413
C 1.952 -2.202 0.598
C 2.789 -2.224 -0.600
O 3.449 -3.154 -1.005
N 2.773 -1.014 -1.297
H 3.301 -0.980 -2.161
H 2.396 -4.213 1.144
H 0.938 -4.166 3.156
H -0.311 -2.118 3.719
H -0.111 -0.107 2.291
H 3.134 1.500 -2.064
H 1.674 2.130 -1.262
H 2.707 2.024 -4.266
H 1.157 1.607 -5.006
```

## Properties
HOMO: -8.714 eV
net charge: 0
spin multiplicity: 1
orbital gap: 9.0516 eV
SMILES string: CCN(CC(=O)NCc1ccc(F)cc1)Cc1nc2ccccc2c(=O)[nH]1
LUMO energy: 0.34 eV

=====

[12]
Computed, not measured: an isolated ion of composition CH2F3NO3P and charge -1 in a non-equilibrium geometry, with the ωB97M-V functional and the def2-TZVPD basis.

```
11
CH2F3NO3P | the OMol25 dataset | the ωB97M-V functional and the def2-TZVPD basis
C 0.178 0.126 -1.716
N -0.670 0.689 2.136
O -0.291 -1.895 0.203
O 1.583 -0.220 0.457
O -0.804 0.677 0.774
F -0.870 -0.117 -2.471
F 1.206 -0.625 -2.264
F 0.495 1.426 -2.023
P 0.219 -0.541 0.047
H 0.265 0.417 2.203
H -1.311 0.061 2.655
```

## Properties
HOMO: -5.144 eV
net charge: -1
spin multiplicity: 1
orbital gap: 9.3930 eV
SMILES string: NO[P@](=O)([O-])C(F)(F)F
LUMO energy: 4.25 eV

=====

| no. | energy (eV) |
| --- | --- |
| 1 | -337026.1452 |
| 2 | -4651.7397 |
| 3 | -26568.8797 |
| 4 | -37762.7315 |
| 5 | -6776.4408 |
| 6 | -17981.2068 |
| 7 | -54910.1233 |
| 8 | -101735.8492 |
| 9 | -81941.2948 |
| 10 | -30565.9889 |
| 11 | -33855.5138 |
| 12 | -26145.8886 |